Record 1
Formula: C34H51F5N17O2S
Source: OMol25
Level of theory: the ωB97M-V functional and the def2-TZVPD basis

Geometry as XYZ:
```
110
Properties=species:S:1:pos:R:3:forces:R:3
N 2.128458 4.549753 -0.903714 1.107 -0.143 0.906
S 2.383140 3.251949 -2.110542 -1.961 0.282 -5.060
O 3.134682 3.816764 -3.175991 1.648 0.200 1.520
O 1.074234 2.922084 -2.552821 -0.682 -0.553 1.852
C 3.124712 1.713032 -1.374743 0.515 -0.716 1.970
F 2.467473 0.659567 -1.798999 -0.001 0.488 -0.977
F 2.888234 1.775872 -0.045537 0.086 0.511 -0.079
C 4.680688 1.562237 -1.554377 0.359 -0.427 0.936
F 4.981572 0.338161 -1.135024 -0.213 -0.173 -0.397
F 5.130570 1.753234 -2.771701 -0.277 0.101 0.028
F 5.250005 2.397247 -0.683317 -0.077 0.578 -0.530
H 2.170380 4.195972 0.076270 -0.386 0.183 0.308
H 1.214172 4.983394 -1.080443 -0.051 -0.221 -0.066
H 2.874918 5.248225 -1.031785 -0.056 0.010 0.004
C -1.160092 3.186967 1.643860 0.065 0.052 -0.082
C 0.200329 3.666201 1.863873 -0.381 -0.192 0.050
N 1.266870 4.059417 2.040216 0.315 0.072 -0.566
H -1.248446 2.157292 1.981574 0.031 0.037 0.112
H -1.851248 3.809390 2.211975 -0.049 -0.105 0.019
H -1.405193 3.240180 0.582866 0.018 0.039 0.000
C -1.435859 -1.207500 3.110037 0.039 0.184 0.045
C -1.223950 0.096469 3.740915 -0.133 -0.382 -0.119
N -1.067639 1.120684 4.234863 0.202 0.185 -0.029
H -1.660022 -1.079874 2.051815 -0.008 0.019 0.005
H -0.540800 -1.816643 3.214593 -0.052 -0.067 0.019
H -2.268677 -1.716024 3.591147 0.023 -0.014 0.024
C 2.992237 -3.257920 3.178567 -0.118 -0.268 -0.115
C 1.676047 -3.464938 3.771169 0.342 0.043 -0.133
N 0.647357 -3.610753 4.253402 -0.258 -0.033 0.172
H 3.765327 -3.467545 3.909655 0.030 0.062 -0.016
H 3.122760 -3.917992 2.323122 -0.055 -0.041 0.021
H 3.088784 -2.226075 2.850252 0.059 0.012 0.055
C 3.880651 -1.004216 7.005950 0.140 -0.118 -0.081
C 4.502207 -1.336557 5.724879 -0.135 0.106 0.370
N 4.987935 -1.594854 4.718929 0.168 0.088 -0.129
H 4.374528 -0.139754 7.442370 -0.027 0.007 0.017
H 2.827257 -0.774660 6.858143 -0.004 -0.007 0.022
H 3.969894 -1.847200 7.688800 -0.019 -0.021 -0.024
C 2.440342 2.498460 5.520842 0.035 -0.088 0.124
C 3.027858 2.305848 6.847080 -0.215 0.165 -0.423
N 3.486699 2.154230 7.884921 0.134 -0.043 0.254
H 3.195087 2.326047 4.755354 0.010 0.010 0.006
H 1.615942 1.800953 5.374754 -0.041 0.046 -0.007
H 2.064834 3.515422 5.428730 -0.013 -0.006 -0.007
C 2.754193 -2.831251 -0.968253 -0.076 -0.042 0.115
C 1.696404 -3.082653 0.010486 0.229 0.075 -0.329
N 0.865645 -3.281133 0.774165 -0.202 0.028 0.096
H 2.461757 -2.015633 -1.626421 -0.020 -0.022 -0.036
H 3.677108 -2.564804 -0.454804 0.011 -0.030 -0.004
H 2.925069 -3.725198 -1.564880 0.022 0.007 -0.004
C -0.062550 1.095497 -5.218999 0.104 -0.101 -0.069
C 0.683160 -0.127171 -5.509843 -0.243 0.317 0.054
N 1.258354 -1.091324 -5.739981 0.178 -0.270 0.096
H -0.344685 1.592113 -6.144913 -0.074 -0.026 0.011
H -0.963327 0.852885 -4.659743 -0.017 0.021 -0.018
H 0.553514 1.767517 -4.627129 -0.011 0.013 -0.013
C -4.505062 0.192066 -4.695403 0.142 0.013 -0.140
C -3.758747 1.183239 -5.469344 -0.264 -0.236 0.209
N -3.172301 1.961059 -6.073659 0.199 0.159 -0.102
H -5.134225 0.691034 -3.961597 -0.021 0.005 -0.027
H -5.132829 -0.407829 -5.352667 -0.046 0.011 0.044
H -3.805554 -0.463074 -4.177055 -0.031 0.009 0.044
C -7.274461 -0.883737 -8.331136 0.055 0.023 0.243
C -7.301878 -1.741695 -7.142771 -0.082 -0.247 -0.254
N -7.347959 -2.389833 -6.189117 0.174 -2.242 -4.155
H -7.153933 -1.486095 -9.230199 -0.005 0.020 0.016
H -8.207221 -0.325241 -8.402637 0.025 0.007 -0.007
H -6.447058 -0.175627 -8.266792 -0.049 0.004 -0.030
C 7.462937 4.005114 -4.654769 -0.016 0.078 -0.013
C 6.790376 5.082320 -3.933598 0.222 -0.381 -0.232
N 6.260839 5.922596 -3.365776 -0.324 0.234 0.310
H 8.453439 4.332560 -4.964155 0.002 -0.013 -0.004
H 7.561817 3.131941 -4.012812 0.023 0.010 0.007
H 6.885849 3.734930 -5.537113 0.010 0.011 -0.009
C -0.834279 -3.270911 -3.579517 0.031 0.056 0.083
C -1.461388 -2.146606 -2.887057 0.148 -0.327 -0.192
N -1.954322 -1.260785 -2.352131 -0.043 0.292 0.096
H 0.160000 -2.980042 -3.915997 -0.028 0.010 -0.085
H -0.751821 -4.125164 -2.909806 -0.053 0.020 0.032
H -1.432944 -3.552897 -4.443312 0.010 0.012 -0.011
C 5.582825 -6.072825 5.222156 0.074 -0.057 -0.028
C 5.771988 -6.617738 3.879260 -0.081 0.133 0.372
N 5.914086 -7.035411 2.822187 -0.026 -0.049 -0.296
H 6.476770 -5.536876 5.536268 0.007 0.012 -0.043
H 4.738068 -5.386770 5.221768 -0.023 -0.025 0.033
H 5.383900 -6.876625 5.928138 -0.068 -0.032 -0.057
C -7.772913 -0.466510 -2.050147 0.053 -0.411 -0.245
C -7.560843 -1.004486 -3.396136 -0.189 -0.064 0.385
N -7.405312 -1.433619 -4.453595 0.109 2.580 3.935
H -6.894258 0.086258 -1.729385 -0.056 0.068 0.030
H -8.627216 0.200355 -2.051471 0.024 0.024 -0.011
H -7.956686 -1.281909 -1.351527 0.012 -0.005 -0.013
C 1.780578 -7.902724 2.684070 0.060 -0.010 0.061
C 2.359605 -8.153381 4.001857 -0.143 0.077 -0.364
N 2.815083 -8.348246 5.033943 0.173 0.025 0.295
H 2.527839 -8.087748 1.914269 0.021 -0.006 0.021
H 0.930159 -8.562276 2.523420 -0.006 0.008 0.003
H 1.446562 -6.868171 2.618649 -0.028 -0.008 0.014
C -1.159825 6.615648 4.130894 -0.065 -0.120 0.004
C -2.213044 5.603918 4.046407 0.230 0.401 0.178
N -3.050256 4.823559 3.998432 -0.133 -0.214 -0.145
H -0.857954 6.920617 3.130585 0.000 0.028 0.010
H -1.527884 7.484987 4.671873 -0.005 -0.001 -0.004
H -0.297661 6.207969 4.655273 -0.002 0.009 0.009
C -10.559273 3.054344 -0.421452 0.106 -0.040 -0.023
C -9.191173 2.613513 -0.688756 -0.348 0.180 0.102
N -8.119018 2.268892 -0.897977 0.215 0.134 0.050
H -11.251278 2.230521 -0.585200 -0.005 0.004 0.002
H -10.642782 3.390719 0.609920 0.001 -0.003 0.000
H -10.818259 3.875298 -1.086916 0.001 -0.002 -0.001
```
Positions in Å, forces in eV/Å.

As for the maximum force: 0.1057 Eh/bohr. Its net charge is +1. The value obtained for the frontier orbital gap is 5.146 eV. The LUMO energy is -5.1 eV. The HOMO energy comes out at -0.375 Eh.


Record 2
Formula: C34H51O2SSiTi
Source: OMol25
Level of theory: the ωB97M-V functional and the def2-TZVPD basis

Geometry as XYZ:
```
90
Properties=species:S:1:pos:R:3:forces:R:3
Ti -1.178791 -0.381604 0.065469 0.481 -0.236 -0.494
C -1.862570 -2.891200 2.464280 0.074 0.037 -0.017
C -2.215555 -1.635408 1.703332 -0.255 -0.227 0.268
C -1.945281 -0.351470 2.221954 -0.185 0.068 0.338
C -1.068138 -0.201411 3.441774 0.036 0.018 -0.014
C -2.436761 0.803420 1.554718 -0.296 0.002 0.158
C -2.294251 2.176730 2.161207 0.105 0.031 -0.045
C -3.270627 0.652701 0.401985 -0.209 0.074 0.240
C -3.931439 1.866470 -0.194810 0.013 0.013 -0.091
C -3.576381 -0.631813 -0.072987 -0.128 -0.134 0.048
C -4.543822 -0.821145 -1.209808 -0.037 -0.001 -0.084
C -2.960733 -1.770422 0.501953 -0.271 -0.077 0.184
C -3.171403 -3.137133 -0.092209 -0.042 -0.014 -0.051
H -1.001020 -3.415566 2.051507 0.026 0.030 -0.046
H -2.710803 -3.574608 2.438786 0.009 -0.005 0.021
H -1.640494 -2.677164 3.504779 -0.017 -0.001 0.006
H -1.678860 -0.069833 4.338606 0.013 -0.009 0.001
H -0.409523 0.662321 3.356293 -0.002 -0.009 -0.028
H -0.424844 -1.065650 3.582938 -0.012 -0.001 0.000
H -1.796292 2.881702 1.493286 -0.030 -0.026 -0.001
H -1.728826 2.154443 3.086096 -0.015 0.023 0.003
H -3.284727 2.578954 2.381427 0.008 0.011 0.023
H -4.911590 2.026639 0.263693 0.016 0.006 0.005
H -4.081941 1.755913 -1.266522 0.005 -0.003 0.000
H -3.343574 2.765944 -0.035753 0.003 -0.002 0.000
H -4.058837 -0.835602 -2.190068 0.058 0.005 0.040
H -5.289307 -0.030153 -1.226034 -0.007 -0.013 0.010
H -5.068609 -1.768119 -1.105420 -0.026 0.022 0.012
H -4.077035 -3.607417 0.300978 -0.009 0.008 -0.003
H -2.337322 -3.798026 0.129766 0.017 0.009 0.018
H -3.265046 -3.084099 -1.174707 0.003 0.012 -0.009
C -0.509045 -1.763395 -6.179381 0.018 -0.019 -0.045
C -0.542934 -1.396691 -4.698236 -0.058 -0.014 -0.073
C -1.578978 -0.307967 -4.441221 -0.153 -0.174 -0.197
S -1.565709 0.344222 -2.780093 -0.015 -0.411 0.316
O -1.212278 -0.895471 -1.898790 -0.301 0.675 -0.780
C -0.088793 1.357951 -2.872790 0.121 -0.031 0.085
C -0.406279 2.772867 -3.348872 0.129 -0.016 -0.075
C -1.344324 3.545981 -2.426803 -0.052 -0.034 0.099
H 0.253938 -2.517567 -6.369885 -0.020 0.006 0.018
H -0.281735 -0.896941 -6.803653 0.013 -0.006 0.036
H -1.465725 -2.170838 -6.512324 0.011 0.027 0.036
H 0.446615 -1.084059 -4.361890 0.018 0.057 -0.042
H -0.802547 -2.268861 -4.099569 0.014 -0.005 0.021
H -2.591612 -0.689761 -4.590709 0.025 -0.010 -0.062
H -1.464799 0.565877 -5.090056 0.054 -0.035 -0.012
H 0.621948 0.836358 -3.512889 0.074 0.084 -0.004
H 0.318088 1.367633 -1.858303 -0.069 -0.023 0.025
H -0.792454 2.751648 -4.371411 -0.041 0.035 0.014
H 0.555736 3.285080 -3.411413 -0.004 0.017 0.003
H -2.387729 3.251048 -2.549743 0.038 -0.033 -0.017
H -1.281794 4.615533 -2.620270 -0.009 -0.004 -0.031
H -1.080384 3.384817 -1.376351 0.050 0.020 -0.045
C 4.811156 -0.390342 0.341712 0.118 -0.006 -0.095
C 3.440566 -0.282560 -0.341432 0.200 -0.046 -0.251
C 3.181258 -1.570583 -1.134883 0.072 -0.056 -0.145
C 3.449964 0.911167 -1.305813 0.084 0.038 -0.147
Si 2.096033 -0.031120 0.921491 -0.917 0.134 -0.265
O 0.603367 -0.082095 0.157869 1.488 0.269 0.568
C 2.125452 -1.380003 2.198104 0.046 -0.306 0.283
C 1.740780 -2.679431 1.840760 0.036 -0.005 0.069
C 1.800009 -3.728691 2.749243 -0.026 0.083 -0.031
C 2.237110 -3.496252 4.045895 0.025 0.010 0.047
C 2.616837 -2.216360 4.428011 -0.035 -0.005 -0.084
C 2.565104 -1.172981 3.510840 -0.116 -0.107 -0.015
C 2.237483 1.653959 1.708053 0.049 0.359 0.178
C 1.239651 2.611246 1.490432 0.056 0.042 0.069
C 1.321951 3.890178 2.031104 0.030 -0.077 -0.012
C 2.416293 4.246700 2.805381 0.009 -0.047 -0.007
C 3.425927 3.319583 3.032067 -0.060 -0.024 -0.038
C 3.336609 2.044509 2.489210 -0.097 0.033 -0.047
H 5.573362 -0.621326 -0.411237 -0.021 0.005 0.033
H 4.844453 -1.184057 1.092466 -0.057 0.006 -0.021
H 5.113622 0.543780 0.818788 -0.054 0.015 -0.009
H 3.896303 -1.639345 -1.963440 -0.014 -0.013 0.046
H 2.175987 -1.602373 -1.565999 -0.011 0.058 0.029
H 3.313777 -2.465358 -0.522319 0.000 0.055 0.023
H 4.279825 0.811134 -2.015438 -0.034 -0.006 0.031
H 3.573141 1.866194 -0.788320 0.009 -0.051 0.023
H 2.529587 0.966894 -1.895751 0.028 -0.046 0.077
H 1.394335 -2.885720 0.832805 -0.006 0.044 -0.021
H 1.508412 -4.726793 2.444890 0.005 0.007 0.009
H 2.285982 -4.312000 4.756071 -0.001 0.011 -0.003
H 2.955271 -2.030127 5.439280 0.000 -0.005 -0.004
H 2.849684 -0.181246 3.837946 0.020 0.028 -0.015
H 0.376166 2.358213 0.883428 0.030 -0.073 -0.021
H 0.532882 4.609363 1.845363 0.007 -0.001 0.002
H 2.485145 5.241157 3.227688 0.001 -0.016 -0.005
H 4.285495 3.589715 3.632153 -0.008 0.002 -0.007
H 4.146237 1.350084 2.681715 -0.023 -0.025 -0.009
```
Positions in Å, forces in eV/Å.

Its expectation value of S² is 2.0042. As for the spin multiplicity: 3. As for the maximum force: 0.0314 Eh/bohr. The value obtained for the energy above the lowest of the compared OMol25 structures with the same formula, charge and spin is 14.31 kJ/mol. Its net charge is +1. The value obtained for the frontier orbital gap (spin up / spin down) is 7.889 / 8.501 eV. The LUMO energy (spin up / spin down) is -2.0 / -2.8 eV. The HOMO energy (spin up / spin down) comes out at -0.362 / -0.415 Eh.